No. 1
The following is a quantum chemistry calculation of a structure of composition C7H28MnN14O7 at a distorted geometry, from the OMol25 dataset.

Calculated values
- Energy above the lowest of the compared OMol25 structures with the same formula, charge and spin: 7.0 kJ/mol
- Multiplicity: 6
- Charge: +2
- LUMO (alpha / beta): -4.16 / -4.16 eV

XYZ file:
```
57
Properties=species:S:1:pos:R:3:mulliken_spin:R:1
Mn 0.285 -0.070 -0.006 4.69
C -2.823 -1.126 -0.912 0.00
O -1.780 -0.675 -0.448 0.03
N -3.885 -0.362 -1.303 0.00
N -2.999 -2.467 -1.053 0.00
H -3.730 0.597 -1.569 0.00
H -4.508 -0.835 -1.942 0.00
H -3.769 -2.893 -1.540 0.00
H -2.298 -3.116 -0.741 0.00
C 2.528 0.311 2.614 0.00
O 1.878 0.225 1.575 0.03
N 2.229 -0.445 3.701 0.00
N 3.532 1.223 2.781 0.00
H 1.369 -0.962 3.738 0.00
H 2.690 -0.361 4.591 0.00
H 3.912 1.333 3.704 0.00
H 3.515 2.000 2.143 0.00
C -1.379 2.157 -2.457 0.00
O -0.746 1.150 -2.170 0.02
N -1.792 2.423 -3.728 0.00
N -1.634 3.133 -1.538 0.00
H -2.417 3.178 -3.954 0.00
H -1.709 1.726 -4.447 0.00
H -1.333 2.901 -0.604 0.00
H -2.117 3.983 -1.761 0.00
C -1.510 1.364 2.371 0.01
O -0.855 1.156 1.354 0.04
N -2.729 0.826 2.628 0.00
N -1.004 2.138 3.397 0.00
H -3.127 0.115 2.045 0.00
H -3.077 1.034 3.548 0.00
H -1.673 2.740 3.849 0.00
H -0.071 2.471 3.226 0.00
C 2.209 2.473 -0.973 0.01
O 1.338 1.701 -0.582 0.03
N 1.960 3.608 -1.665 0.00
N 3.525 2.187 -0.752 0.00
H 0.998 3.833 -1.851 0.00
H 2.708 4.218 -1.933 0.00
H 3.744 1.403 -0.165 0.00
H 4.264 2.719 -1.174 0.00
C 1.094 -2.027 -2.432 0.01
O 1.256 -1.255 -1.474 0.04
N 1.957 -3.061 -2.641 0.00
N -0.118 -2.118 -3.022 0.00
H 1.904 -3.604 -3.486 0.00
H 2.841 -2.985 -2.168 0.00
H -0.312 -2.700 -3.820 0.00
H -0.796 -1.396 -2.841 0.00
C 0.264 -2.996 1.561 0.01
O 0.116 -1.854 1.126 0.05
N -0.688 -3.555 2.369 0.00
N 1.219 -3.839 1.121 0.00
H -0.530 -4.448 2.802 0.00
H -1.326 -2.914 2.806 0.00
H 1.394 -4.749 1.513 0.00
H 2.007 -3.511 0.588 0.00
```

No. 2
The following is a quantum chemistry calculation of a cluster of 8 separate species, C7H28N13O10 in total at a distorted geometry, from the OMol25 dataset.

Calculated values
- Energy above the lowest of the compared OMol25 structures with the same formula, charge and spin: 0.0 kJ/mol
- Charge: -1
- LUMO: 2.33 eV

XYZ file:
```
58
Properties=species:S:1:pos:R:3:lowdin_charge:R:1
N -0.590 0.151 0.066 -0.53
O -0.491 -0.962 0.615 -0.04
O -1.067 0.227 -1.096 -0.07
O -0.392 1.182 0.712 -0.03
C 1.296 -1.689 -2.850 -0.17
O 0.509 -0.693 -3.471 -0.13
H 1.717 -2.344 -3.616 0.08
H 2.181 -1.293 -2.332 0.06
H 0.727 -2.299 -2.144 0.06
H 0.054 -0.229 -2.760 0.02
C -3.722 2.546 -1.274 -0.69
O -4.682 3.209 -0.910 0.00
N -3.859 1.282 -1.773 0.16
N -2.448 3.044 -1.290 0.16
H -4.764 0.875 -1.619 0.10
H -3.089 0.694 -2.033 0.06
H -2.388 4.038 -1.176 0.10
H -1.629 2.467 -1.364 0.06
C 3.728 0.575 -0.793 -0.68
O 4.209 -0.010 0.158 0.03
N 2.519 1.206 -0.714 0.17
N 4.321 0.596 -2.035 0.15
H 2.048 1.658 -1.477 0.10
H 1.965 0.963 0.091 0.06
H 5.187 0.094 -2.107 0.10
H 3.820 0.862 -2.860 0.09
C -3.365 -3.128 -1.359 -0.69
O -3.782 -4.095 -1.985 0.00
N -2.444 -2.242 -1.798 0.18
N -3.885 -2.856 -0.124 0.14
H -2.069 -2.363 -2.721 0.11
H -2.123 -1.461 -1.241 0.04
H -3.578 -2.142 0.511 0.09
H -4.577 -3.502 0.207 0.09
C 0.236 4.594 1.701 -0.69
O 0.650 5.643 2.184 0.00
N 0.980 3.760 0.943 0.17
N -1.074 4.210 1.849 0.15
H 1.941 3.979 0.765 0.10
H 0.680 2.810 0.777 0.03
H -1.334 3.310 1.480 0.06
H -1.640 4.660 2.541 0.10
C 0.950 -4.354 1.246 -0.68
O 1.560 -5.404 1.371 0.01
N 1.293 -3.345 0.390 0.16
N -0.182 -4.095 1.977 0.15
H 0.805 -2.469 0.503 0.04
H 2.134 -3.392 -0.150 0.10
H -0.512 -4.890 2.489 0.10
H -0.684 -3.234 1.864 0.07
C 2.360 0.653 3.177 -0.68
O 3.466 1.117 3.378 0.03
N 2.072 -0.369 2.308 0.16
N 1.228 1.187 3.753 0.14
H 2.788 -0.839 1.782 0.08
H 1.143 -0.394 1.911 0.04
H 1.401 1.872 4.467 0.10
H 0.400 0.628 3.857 0.09
```

No. 3
The following is a quantum chemistry calculation of a structure of composition C7H28N2O14V at a distorted geometry, from the OMol25 dataset.

Calculated values
- Multiplicity: 2
- LUMO (alpha / beta): -2.96 / -2.57 eV

XYZ file:
```
52
Properties=species:S:1:pos:R:3:mulliken_spin:R:1
O 1.242 4.187 -2.546 -0.28
V 0.950 2.935 -1.627 1.26
N -1.240 1.505 -3.735 0.00
O -0.807 2.273 -2.791 0.02
O -2.443 1.257 -3.770 0.00
O -0.433 1.085 -4.566 0.00
N -0.276 0.204 -0.182 0.00
O 0.138 1.401 -0.134 -0.01
O -0.350 -0.452 0.857 0.00
O -0.588 -0.272 -1.278 0.00
C -2.051 -2.351 3.807 0.00
O -2.449 -1.600 2.677 0.00
H -1.025 -2.709 3.716 0.00
H -2.096 -1.729 4.710 0.00
H -2.770 -3.143 4.000 0.00
H -1.728 -1.071 2.324 0.00
C 1.235 -2.711 -3.617 0.00
O 0.881 -1.321 -3.569 0.00
H 0.518 -3.234 -2.986 0.00
H 1.195 -3.044 -4.653 0.00
H 2.257 -2.860 -3.255 0.00
H 0.407 -1.199 -2.742 0.00
C 2.492 2.937 1.219 0.00
O 2.676 3.093 -0.194 0.01
H 2.820 3.798 1.805 0.00
H 1.494 2.622 1.507 0.00
H 3.148 2.140 1.582 0.00
H 3.569 3.411 -0.361 0.00
C -2.008 -3.163 -1.042 0.00
O -2.319 -2.350 -2.159 0.00
H -0.936 -3.131 -0.826 0.00
H -2.550 -2.777 -0.169 0.00
H -2.384 -4.170 -1.208 0.00
H -1.922 -1.479 -2.044 0.00
C -1.433 4.451 -0.741 0.00
O -0.097 4.281 -0.261 0.00
H -2.106 3.707 -0.303 0.00
H -1.891 5.400 -0.454 0.00
H -1.594 4.355 -1.813 0.00
H -0.071 4.640 0.630 0.00
C 1.716 -3.336 0.962 0.00
O 1.866 -3.533 -0.446 0.00
H 0.832 -3.855 1.322 0.00
H 2.579 -3.748 1.495 0.00
H 1.672 -2.264 1.159 0.00
H 2.574 -2.946 -0.723 0.00
C 0.051 1.029 3.608 0.00
O 1.127 0.241 3.165 0.00
H -0.170 1.835 2.901 0.00
H -0.847 0.434 3.798 0.00
H 0.273 1.490 4.572 0.00
H 0.873 -0.263 2.377 0.00
```

No. 4
The following is a quantum chemistry calculation of a cluster of 7 separate species, C7H28NO6 in total at a distorted geometry, from the OMol25 dataset.

Calculated values
- Energy above the lowest of the compared OMol25 structures with the same formula, charge and spin: 48.8 kJ/mol
- Multiplicity: 2
- Charge: +2
- LUMO (alpha / beta): -7.98 / -11.71 eV

XYZ file:
```
42
Properties=species:S:1:pos:R:3:mulliken_spin:R:1
C 0.661 -0.398 -1.679 0.00
C 0.544 0.352 -0.347 -0.01
C 1.520 -0.213 0.705 0.06
C 2.039 0.846 1.719 0.08
C 1.836 0.608 3.304 0.08
C 0.484 0.322 3.732 0.32
C -0.064 -0.951 3.607 0.40
N -0.876 0.130 0.075 -0.01
H -0.225 -0.451 -2.317 0.00
H 1.028 -1.406 -1.558 0.00
H 1.284 0.225 -2.323 0.00
H 0.820 1.396 -0.415 -0.01
H 1.137 -1.091 1.244 0.00
H 2.373 -0.775 0.319 0.00
H 3.115 0.864 1.559 0.01
H 1.676 1.843 1.485 -0.01
H 2.612 -0.124 3.529 0.03
H 2.115 1.553 3.730 0.00
H -0.036 1.193 4.120 0.01
H -0.923 -1.311 4.172 0.02
H 0.545 -1.801 3.311 0.03
H -1.572 0.078 -0.703 0.00
H -1.193 0.793 0.769 0.00
H -1.091 -0.784 0.504 0.00
H -2.189 3.062 -0.039 0.00
H -2.454 3.503 -1.557 0.00
O -1.917 2.985 -0.948 0.00
H 3.081 1.574 -1.733 0.00
H 2.977 3.006 -2.011 0.00
O 2.454 2.200 -2.125 0.00
H -3.634 -0.498 -2.000 0.00
H -2.771 0.701 -2.403 0.00
O -3.023 0.157 -1.644 0.00
H -0.119 0.086 -4.710 0.00
H 0.719 -0.881 -4.079 0.00
O -0.197 -0.828 -4.390 0.00
H -0.258 -3.544 -1.517 0.00
H -0.068 -3.924 -0.066 0.00
O -0.416 -3.219 -0.622 0.00
H -3.364 -2.445 0.060 0.00
H -3.675 -1.206 0.866 0.00
O -2.959 -1.629 0.374 0.00
```

No. 5
The following is a quantum chemistry calculation of a cluster of 7 separate species, C7H28O7 in total at a distorted geometry, from the OMol25 dataset.

Calculated values
- Energy above the lowest of the compared OMol25 structures with the same formula, charge and spin: 843.8 kJ/mol
- LUMO: 0.08 eV
- Structure (SMILES): CO.CO.CO.CO.CO.CO.CO

XYZ file:
```
42
Properties=species:S:1:pos:R:3:lowdin_charge:R:1
C -2.975 3.056 -1.385 -0.15
O -3.256 1.665 -1.884 -0.18
H -1.806 3.424 -1.591 0.12
H -3.239 3.093 -0.327 0.05
H -3.406 3.906 -1.998 0.07
H -3.864 2.007 -2.627 0.10
C -2.121 1.477 2.233 -0.19
O -2.896 2.666 2.276 -0.15
H -2.468 0.801 3.086 0.10
H -0.959 1.614 2.423 0.08
H -2.116 0.987 1.184 0.07
H -2.765 2.973 3.219 0.11
C -2.414 -1.327 -0.511 -0.14
O -3.207 -2.459 -0.177 -0.11
H -1.650 -1.526 -1.215 0.07
H -1.956 -0.991 0.358 0.04
H -3.147 -0.808 -1.055 0.06
H -2.779 -3.133 0.342 0.06
C 2.226 -2.867 0.579 -0.14
O 1.023 -2.116 0.599 -0.17
H 2.673 -2.621 1.405 0.00
H 2.956 -2.747 -0.375 0.14
H 2.014 -3.943 0.869 0.11
H 0.267 -2.728 0.911 0.14
C 1.988 0.221 3.299 -0.11
O 1.574 1.403 4.092 -0.11
H 1.158 -0.569 3.123 0.10
H 2.735 -0.393 3.548 0.02
H 2.128 0.426 2.286 0.04
H 1.395 2.169 3.565 0.05
C 3.303 -1.621 -3.721 -0.18
O 2.533 -0.480 -3.893 -0.04
H 3.646 -2.179 -4.615 0.07
H 3.135 -2.411 -3.005 0.05
H 4.321 -1.090 -3.378 0.11
H 2.091 -0.253 -3.226 -0.08
C 0.869 1.098 -0.788 -0.09
O 1.706 -0.062 -1.109 -0.13
H -0.203 1.038 -1.213 0.09
H 1.264 1.876 -1.238 0.01
H 0.555 1.162 0.374 0.11
H 1.654 -0.729 -0.428 0.00
```

Please write out number 4 again, unchanged.
The following is a quantum chemistry calculation of a cluster of 7 separate species, C7H28NO6 in total at a distorted geometry, from the OMol25 dataset.

Calculated values
- Energy above the lowest of the compared OMol25 structures with the same formula, charge and spin: 48.8 kJ/mol
- Multiplicity: 2
- Charge: +2
- LUMO (alpha / beta): -7.98 / -11.71 eV

XYZ file:
```
42
Properties=species:S:1:pos:R:3:mulliken_spin:R:1
C 0.661 -0.398 -1.679 0.00
C 0.544 0.352 -0.347 -0.01
C 1.520 -0.213 0.705 0.06
C 2.039 0.846 1.719 0.08
C 1.836 0.608 3.304 0.08
C 0.484 0.322 3.732 0.32
C -0.064 -0.951 3.607 0.40
N -0.876 0.130 0.075 -0.01
H -0.225 -0.451 -2.317 0.00
H 1.028 -1.406 -1.558 0.00
H 1.284 0.225 -2.323 0.00
H 0.820 1.396 -0.415 -0.01
H 1.137 -1.091 1.244 0.00
H 2.373 -0.775 0.319 0.00
H 3.115 0.864 1.559 0.01
H 1.676 1.843 1.485 -0.01
H 2.612 -0.124 3.529 0.03
H 2.115 1.553 3.730 0.00
H -0.036 1.193 4.120 0.01
H -0.923 -1.311 4.172 0.02
H 0.545 -1.801 3.311 0.03
H -1.572 0.078 -0.703 0.00
H -1.193 0.793 0.769 0.00
H -1.091 -0.784 0.504 0.00
H -2.189 3.062 -0.039 0.00
H -2.454 3.503 -1.557 0.00
O -1.917 2.985 -0.948 0.00
H 3.081 1.574 -1.733 0.00
H 2.977 3.006 -2.011 0.00
O 2.454 2.200 -2.125 0.00
H -3.634 -0.498 -2.000 0.00
H -2.771 0.701 -2.403 0.00
O -3.023 0.157 -1.644 0.00
H -0.119 0.086 -4.710 0.00
H 0.719 -0.881 -4.079 0.00
O -0.197 -0.828 -4.390 0.00
H -0.258 -3.544 -1.517 0.00
H -0.068 -3.924 -0.066 0.00
O -0.416 -3.219 -0.622 0.00
H -3.364 -2.445 0.060 0.00
H -3.675 -1.206 0.866 0.00
O -2.959 -1.629 0.374 0.00
```